1.
Entry from the Open Molecules 2025 dataset: a cluster of 5 separate species, C12H28ClN4O8 in total (ωB97M-V/def2-TZVPD).

Computed properties:
* relative energy (zero: lowest compared OMol25 entry of this formula, charge and spin): 2.168 eV
* net charge: -1
* LUMO energy: 2.516 eV
* HOMO energy: -6.6 eV
* orbital gap: 9.135 eV

CARTESIAN COORDINATES (ANGSTROEM)
1 Cl -1.0136 -1.2059 2.1113
2 O -1.1998 -2.4733 1.4503
3 O -0.5570 -0.2429 1.1274
4 O -2.2620 -0.7368 2.6541
5 O -0.0238 -1.3271 3.1510
6 C 2.3695 -3.2033 1.2242
7 O 3.0013 -3.9095 1.9819
8 N 2.5898 -3.1139 -0.1122
9 C 3.6330 -3.8812 -0.7578
10 C 1.8336 -2.1501 -0.8943
11 H 1.5640 -2.5422 1.5712
12 H 4.5529 -3.3097 -0.9190
13 H 3.2595 -4.2965 -1.6945
14 H 3.9048 -4.7142 -0.1093
15 H 0.8418 -2.0448 -0.4457
16 H 2.3338 -1.1820 -0.9207
17 H 1.6525 -2.5700 -1.8844
18 C 2.1369 3.1806 -2.8320
19 O 2.6749 4.2287 -3.1291
20 N 1.4639 2.9358 -1.6915
21 C 1.1969 3.9459 -0.6972
22 C 0.8939 1.6448 -1.4271
23 H 2.0822 2.3172 -3.5166
24 H 0.1041 4.0883 -0.6207
25 H 1.6007 4.9167 -0.9556
26 H 1.4898 3.6055 0.2970
27 H -0.1694 1.5996 -1.6695
28 H 1.3913 0.8082 -1.9202
29 H 0.9944 1.4011 -0.3653
30 C -3.2485 -2.3563 -1.6844
31 O -3.6427 -3.4824 -1.8861
32 N -2.3210 -1.7100 -2.4444
33 C -1.8717 -0.3644 -2.1177
34 C -1.5047 -2.4561 -3.3723
35 H -3.6303 -1.7121 -0.8740
36 H -2.6687 0.2286 -1.6776
37 H -1.5348 0.1013 -3.0460
38 H -1.0220 -0.4068 -1.4295
39 H -0.4936 -2.5739 -2.9668
40 H -1.9430 -3.4451 -3.4850
41 H -1.4592 -1.9788 -4.3524
42 C -1.5909 2.8376 1.9360
43 O -2.6074 3.3027 1.4540
44 N -1.4664 2.3525 3.1857
45 C -2.5597 2.3910 4.1306
46 C -0.1549 1.9766 3.6702
47 H -0.6388 2.7426 1.3866
48 H -2.3921 1.6478 4.9023
49 H -3.4948 2.2212 3.6029
50 H -2.6248 3.3822 4.6021
51 H -0.2205 1.1878 4.4214
52 H 0.4262 1.5149 2.8755
53 H 0.3242 2.8300 4.1632

Atoms 1-2, force components in eV/Å:
Cl -0.48 0.10 -0.21
O 0.06 -0.14 0.01

2.
Entry from the Open Molecules 2025 dataset: a structure of composition C12H28Cs3N4O8S (ωB97M-V/def2-TZVPD).

Computed properties:
* relative energy (zero: lowest compared OMol25 entry of this formula, charge and spin): 4.174 eV
* net charge: +1
* LUMO energy: -5.030 eV
* HOMO energy: -9.8 eV
* orbital gap: 4.800 eV

CARTESIAN COORDINATES (ANGSTROEM)
1 Cs -1.1571 3.6007 2.8950
2 Cs -4.4612 3.0547 -0.1366
3 Cs -4.4256 0.4209 3.2541
4 S -1.2914 0.5173 1.1160
5 O -1.9446 -0.3743 2.0555
6 O -1.0317 -0.1856 -0.1046
7 O -2.2625 1.5879 0.9899
8 O -0.0346 0.9923 1.6147
9 C -1.6555 -3.2119 4.0166
10 C -0.2633 -2.7958 4.4341
11 O 0.4628 -3.6041 5.0278
12 N 0.0996 -1.5896 3.9696
13 C 1.3837 -0.9338 4.2200
14 H -1.5977 -3.9538 3.2201
15 H -2.4111 -2.5766 3.5544
16 H -2.1177 -3.7743 4.8279
17 H -0.4536 -1.0446 3.3238
18 H 2.1971 -1.3771 3.6456
19 H 1.6165 -0.8274 5.2796
20 H 1.3379 0.1104 3.9108
21 C -1.9620 2.7685 -6.3362
22 C -1.4216 2.1143 -5.1419
23 O -0.3706 1.4956 -5.2201
24 N -1.9858 2.3611 -3.9502
25 C -1.4754 1.8987 -2.6240
26 H -1.2747 2.8795 -7.1749
27 H -2.1928 3.8239 -6.1916
28 H -2.8311 2.2134 -6.6892
29 H -2.8412 2.8981 -3.9403
30 H -0.4646 1.5140 -2.7592
31 H -2.1413 1.2053 -2.1103
32 H -1.3508 2.7506 -1.9555
33 C 3.3397 2.8256 2.3047
34 C 3.5730 2.0822 0.9907
35 O 4.7108 2.2327 0.4368
36 N 2.6353 1.2813 0.5330
37 C 2.6396 0.3710 -0.5931
38 H 2.5103 3.5017 2.0972
39 H 4.1998 3.4821 2.4366
40 H 3.2721 2.1216 3.1340
41 H 1.7082 1.3123 0.9326
42 H 3.4776 0.6907 -1.2125
43 H 1.7661 0.3543 -1.2449
44 H 2.7200 -0.6559 -0.2365
45 C 0.4074 -3.0758 0.4617
46 C 0.4840 -3.0794 -1.0831
47 O 1.1842 -3.9667 -1.6312
48 N -0.1115 -2.0952 -1.7371
49 C -0.2402 -2.1830 -3.2007
50 H 0.5690 -4.1004 0.7966
51 H -0.5888 -2.8225 0.8243
52 H 1.1228 -2.3292 0.8068
53 H -0.3517 -1.3016 -1.1603
54 H -0.6418 -3.1507 -3.5015
55 H 0.7581 -2.1270 -3.6347
56 H -0.8218 -1.3259 -3.5401

Atoms 1-2, force components in eV/Å:
Cs 0.73 -0.36 -0.12
Cs 0.31 -0.22 -0.43